One molecule with the formula C3H8O. Source: the OMol25 dataset; level of theory: the ωB97M-V functional and the def2-TZVPD basis.

Summary:
SMILES string: CCCO
Kohn-Sham gap: 11.39 eV
Energy relative to the best compared isomer or geometry (same formula, charge and spin): 21.2 kJ/mol
Net charge: 0

Positions of all 12 atoms, in Å:
C (-1.52426, 0.12423, -0.03529)
C (-0.12182, -0.44998, -0.22734)
C (0.98721, 0.47174, 0.26362)
O (2.22857, -0.20125, 0.36446)
H (-1.63686, 0.55169, 0.96790)
H (-2.28297, -0.65547, -0.15056)
H (-1.74622, 0.91462, -0.76021)
H (-0.02039, -1.39786, 0.31651)
H (0.04619, -0.67542, -1.29094)
H (0.75376, 0.83728, 1.27080)
H (1.06636, 1.35373, -0.39288)
H (2.25043, -0.87331, -0.32607)

Atomic forces in eV per Å
C -0.05 0.04 0.01
C 0.05 -0.08 0.01
C -0.34 0.21 0.05
O 0.13 -0.13 -0.17
H 0.01 -0.10 -0.13
H 0.08 0.13 -0.03
H 0.07 -0.08 0.11
H -0.09 0.13 -0.01
H -0.03 -0.01 0.16
H 0.01 -0.06 -0.13
H 0.04 -0.14 0.09
H 0.13 0.09 0.05

---

One molecule with the formula C6H13N. Source: the OMol25 dataset; level of theory: the ωB97M-V functional and the def2-TZVPD basis.

Summary:
SMILES string: C[C@H]1N(C)C1(C)C
Kohn-Sham gap: 9.86 eV
Energy relative to the best compared isomer or geometry (same formula, charge and spin): 77.8 kJ/mol
Net charge: 0

Positions of all 20 atoms, in Å:
C (-1.40233, 1.73718, 0.57972)
C (-0.66143, 0.42308, 0.63116)
N (-0.75079, -0.45611, -0.51836)
C (-1.08391, -1.85460, -0.32244)
C (0.55979, 0.07856, -0.15815)
C (1.60170, -0.79622, 0.51436)
C (1.15491, 1.02442, -1.18059)
H (-2.46069, 1.58590, 0.82154)
H (-0.98912, 2.45133, 1.30141)
H (-1.35136, 2.17996, -0.41831)
H (-0.70208, -0.06674, 1.61028)
H (-1.06396, -2.36875, -1.28911)
H (-0.41837, -2.39767, 0.36451)
H (-2.10246, -1.92311, 0.07312)
H (2.37720, -0.16151, 0.95783)
H (1.18445, -1.40905, 1.31832)
H (2.08915, -1.46207, -0.20887)
H (0.38517, 1.63549, -1.65702)
H (1.65447, 0.44842, -1.96918)
H (1.90138, 1.68556, -0.72432)

Atomic forces in eV per Å
C 0.01 0.04 -0.04
C -0.04 0.10 0.16
N -0.05 -0.08 -0.06
C -0.04 -0.17 0.03
C 0.21 0.07 0.00
C -0.01 -0.06 0.02
C -0.03 0.05 -0.02
H 0.14 0.01 -0.03
H -0.05 -0.10 -0.09
H 0.00 -0.07 0.14
H 0.02 0.03 -0.15
H 0.02 0.06 0.14
H -0.10 0.12 -0.06
H 0.11 0.00 -0.08
H -0.11 -0.08 -0.08
H 0.06 0.10 -0.12
H -0.07 0.09 0.08
H 0.09 -0.10 0.08
H -0.06 0.07 0.11
H -0.11 -0.09 -0.04